(1)
C29H92N23O15Sn | wB97M-V/def2-TZVPD

Each line ends with the Löwdin charge.
Geometry (Å):
Sn1 -3.56851 -0.58301 -2.10268  1.71
O1 -1.04778 -0.56143 -0.53892  -0.46
H1 -0.40372 -1.11701 -0.05826  -0.07
C1 6.03411 -1.12850 -1.62069  -0.08
C2 6.24005 0.37737 -1.62887  -0.39
C3 5.31016 1.06159 -2.65019  -0.16
O2 3.88481 0.96042 -2.37235  -0.23
C4 3.05154 1.54436 -3.36036  -0.10
N1 5.89263 0.78376 -0.22869  0.05
H2 6.37836 -1.42025 -2.61290  0.06
H3 4.98916 -1.43713 -1.65103  0.06
H4 6.58069 -1.63291 -0.82388  0.09
H5 7.28020 0.66858 -1.77510  0.14
H6 5.52389 0.61660 -3.62200  0.12
H7 5.63512 2.10125 -2.69016  0.12
H8 1.99750 1.52859 -3.08314  0.08
H9 3.14117 1.07011 -4.33768  0.08
H10 3.43159 2.51818 -3.66912  0.09
H11 5.92008 1.78821 -0.33080  0.06
H12 4.96298 0.53578 0.07849  0.01
C5 1.78202 3.00668 -7.77442  -0.07
C6 0.53812 3.48461 -7.06828  -0.45
C7 0.58887 3.02605 -5.62824  -0.22
O3 -0.57107 3.55071 -5.01202  -0.17
C8 -0.73741 3.26019 -3.65190  -0.11
N2 0.64025 4.93821 -7.13347  0.04
H13 1.72570 3.52420 -8.73208  0.07
H14 1.58698 1.96270 -8.01969  0.08
H15 2.72617 3.24921 -7.28672  0.09
H16 -0.36034 3.06778 -7.52340  0.14
H17 1.48887 3.32923 -5.09329  0.12
H18 0.66968 1.94011 -5.58013  0.11
H19 -1.76764 3.41062 -3.32926  0.08
H20 -0.10616 3.97424 -3.12297  0.09
H21 -0.37795 2.27455 -3.35627  0.06
H22 0.64993 5.26398 -8.08944  0.07
H23 -0.23959 5.32647 -6.82487  0.07
C9 0.91592 -4.53996 3.73616  -0.05
C10 -0.41359 -5.31576 3.80789  -0.37
C11 -1.45033 -4.41924 4.57161  -0.16
O4 -2.57775 -5.18846 4.99179  -0.17
C12 -3.71188 -4.47104 5.15363  -0.16
N3 -0.81539 -5.67193 2.42669  0.02
H24 1.37350 -4.69052 4.71394  0.09
H25 0.83751 -3.46868 3.55093  0.05
H26 1.58489 -4.84930 2.93311  0.08
H27 -0.25514 -6.22502 4.38775  0.14
H28 -1.69900 -3.64828 3.84230  0.10
H29 -1.03416 -4.04780 5.50805  0.13
H30 -3.77363 -3.76466 5.98146  0.10
H31 -4.63393 -5.05228 5.16316  0.09
H32 -3.83976 -3.93703 4.21204  0.06
H33 -1.72509 -6.10874 2.46856  0.08
H34 -0.23652 -6.47393 2.22221  0.09
C13 0.34152 -1.13278 4.87756  -0.06
C14 0.34298 0.37693 5.00800  -0.40
C15 0.44367 0.95986 6.47044  -0.16
O5 -0.11867 2.28327 6.39636  -0.20
C16 0.03215 3.07722 7.54932  -0.12
N4 1.44424 0.89892 4.21220  0.04
H35 1.35278 -1.42099 5.16459  0.10
H36 0.05158 -1.42373 3.86791  0.05
H37 -0.37918 -1.53148 5.59152  0.08
H38 -0.59437 0.76625 4.61062  0.13
H39 1.38243 0.88389 7.01912  0.13
H40 -0.19330 0.39561 7.15160  0.11
H41 1.06371 3.38622 7.71816  0.09
H42 -0.34337 2.71506 8.50636  0.09
H43 -0.53517 4.00056 7.43230  0.09
H44 1.40992 1.90162 4.32851  0.07
H45 2.34366 0.67503 4.61348  0.10
C17 -0.54411 6.89201 -0.05006  -0.06
C18 0.46929 6.89015 1.08804  -0.44
C19 0.65263 5.59968 1.85148  -0.18
O6 -0.63030 4.97406 2.21618  -0.20
C20 -0.33576 3.75747 2.94785  -0.09
N5 1.72522 7.46367 0.55939  0.04
H46 -0.17515 7.69018 -0.69418  0.08
H47 -1.54825 7.10060 0.31912  0.08
H48 -0.50111 5.98533 -0.65353  0.06
H49 0.02738 7.58607 1.80114  0.14
H50 1.35510 5.80420 2.65944  0.12
H51 1.25430 4.85878 1.32502  0.12
H52 -0.00466 2.99187 2.24618  0.06
H53 -1.27683 3.28710 3.23286  0.07
H54 0.34318 3.80726 3.79913  0.09
H55 2.23277 6.72112 0.09992  0.07
H56 2.37648 7.63868 1.31128  0.07
C21 3.94289 -2.55293 -4.60961  -0.74
O7 2.92268 -2.04296 -5.04887  0.01
N6 5.12137 -2.56426 -5.21307  0.19
N7 3.86175 -3.15598 -3.47633  0.19
H57 4.95537 -2.33900 -6.18353  0.12
H58 5.90435 -3.17767 -5.03765  0.12
H59 4.67732 -3.21825 -2.88382  0.10
H60 3.00366 -3.16227 -2.94367  0.10
C22 -3.58830 -0.91466 1.97363  -0.81
O8 -4.25716 -0.52474 1.04874  -0.04
N8 -3.98338 -1.03539 3.22066  0.20
N9 -2.38553 -1.34474 1.77728  0.19
H61 -4.88071 -0.66899 3.50465  0.13
H62 -3.20627 -1.19244 3.84639  0.11
H63 -1.83649 -1.69516 2.54920  0.09
H64 -1.98042 -0.94221 0.94424  0.04
C23 -4.65076 2.87125 2.82441  -0.82
O9 -4.68379 3.58425 3.80339  0.05
N10 -5.65078 2.57903 2.06902  0.18
N11 -3.62366 2.18531 2.47546  0.18
H65 -5.63520 1.82472 1.39755  0.10
H66 -6.49170 3.01397 2.42083  0.13
H67 -2.80895 2.38296 3.03874  0.09
H68 -3.67642 1.42810 1.80917  0.07
C24 2.38753 0.26462 0.82701  -0.82
O10 3.50060 0.36105 1.31955  0.03
N12 1.30476 0.22264 1.48378  0.18
N13 2.12185 0.21559 -0.39117  0.21
H69 0.43917 0.19091 0.96431  0.06
H70 1.37962 0.38724 2.47746  0.05
H71 1.28615 -0.27566 -0.67469  0.07
H72 2.80072 0.25638 -1.13788  0.08
C25 -0.14047 -0.71248 -4.37544  -0.74
O11 -1.17237 -0.03517 -4.37965  -0.06
N14 0.43066 -1.13736 -3.25239  0.19
N15 0.46406 -0.98452 -5.50568  0.19
H73 0.06448 -0.74264 -2.39787  0.05
H74 1.35374 -1.53424 -3.14996  0.08
H75 1.44405 -1.22833 -5.48909  0.05
H76 -0.02442 -0.77214 -6.36381  0.12
C26 -2.15890 2.74636 -0.36795  -0.73
O12 -2.97335 2.24514 -1.11349  -0.08
N16 -1.12683 2.04442 0.07150  0.19
N17 -2.26021 3.98692 0.13374  0.21
H77 -0.40875 2.64589 0.44926  0.09
H78 -0.87399 1.15097 -0.32589  0.03
H79 -3.08538 4.53845 -0.05337  0.13
H80 -1.61840 4.32993 0.83412  0.05
C27 0.45276 -3.81199 -0.26143  -0.78
O13 0.94265 -3.11759 -1.15458  0.02
N18 0.91161 -4.99622 0.02490  0.18
N19 -0.55230 -3.51239 0.48644  0.19
H81 1.57450 -5.39222 -0.62616  0.13
H82 0.31113 -5.45732 0.69341  0.06
H83 -0.81028 -2.54196 0.37777  0.05
H84 -0.51875 -3.99920 1.37075  0.06
C28 -4.38556 -4.29578 0.17117  -0.80
O14 -4.47433 -3.33781 -0.53353  -0.01
N20 -3.93093 -5.45649 -0.19556  0.19
N21 -5.05136 -4.34378 1.29263  0.19
H85 -3.63393 -5.45990 -1.16090  0.09
H86 -3.75953 -6.20444 0.46117  0.11
H87 -4.95258 -5.18479 1.84312  0.11
H88 -5.54396 -3.53896 1.65279  0.12
C29 -2.91794 -4.14160 -3.68582  -0.81
O15 -3.10454 -2.97851 -3.99755  -0.05
N22 -2.11182 -4.55483 -2.79505  0.20
N23 -3.47132 -5.09531 -4.36255  0.19
H89 -1.98261 -5.55642 -2.78055  0.13
H90 -1.57151 -3.85781 -2.30278  0.12
H91 -3.19547 -6.02830 -4.09139  0.11
H92 -3.88876 -4.88981 -5.25899  0.14

Cartesian forces, eV/Å:
Sn 2.5 0.0 1.0
O -0.5 -0.3 -0.3
H -0.3 0.2 -1.0
C 0.6 -0.1 -1.6
C -2.8 -0.8 2.6
C 0.2 -0.1 -0.3
O 1.1 -0.2 0.0
C 1.0 0.1 -1.1
N 1.5 1.0 -1.4
H 0.5 -0.7 -0.1
H -0.2 0.4 0.6
H -0.1 0.1 -0.1
H -0.1 -0.1 -0.4
H -0.2 0.0 -0.4
H -0.4 0.4 -0.1
H 0.3 0.2 0.4
H -0.1 -1.0 0.0
H -0.3 0.7 0.8
H -0.2 0.5 0.9
H -0.4 -0.2 0.0
C -1.1 -0.5 -1.2
C 1.6 0.6 0.7
C -0.5 0.2 0.3
O -0.6 -0.6 -0.5
C 0.9 0.6 0.4
N -1.1 0.5 0.3
H 0.6 -0.1 -0.2
H 0.9 -0.3 0.2
H -0.2 -0.3 0.1
H -0.1 0.0 -0.1
H 0.3 0.8 -0.1
H -0.7 -0.5 -0.1
H 0.0 -0.1 -0.3
H 0.0 0.2 0.6
H -0.3 -0.4 -0.2
H 0.4 -0.3 -0.4
H -0.1 0.2 0.7
C -0.1 -0.2 0.4
C 0.2 1.0 0.5
C 0.4 -1.8 -0.2
O 1.8 -1.6 -0.4
C -2.1 1.5 -1.3
N -0.3 -0.3 0.8
H 0.5 0.3 -0.2
H -0.5 0.1 0.2
H 0.0 -0.6 0.2
H 0.0 0.0 0.2
H -0.5 0.5 0.2
H 0.5 0.5 -0.4
H 0.4 0.0 0.3
H 0.4 -0.7 0.5
H -0.3 0.9 -0.1
H -0.6 0.1 0.0
H 0.4 -0.2 -0.2
C -0.1 0.7 1.0
C 0.7 0.6 1.2
C -2.0 -0.4 0.0
O 0.6 -0.5 0.0
C 0.1 1.0 0.4
N -0.2 0.8 0.0
H -0.1 -0.7 -0.3
H 0.4 -0.1 0.0
H 0.0 -0.3 0.0
H 0.0 0.2 0.0
H 0.8 0.5 -0.8
H -0.5 -0.4 0.0
H 0.3 -0.2 -0.1
H -0.1 -1.0 -0.1
H 0.0 0.0 -0.5
H 0.0 0.4 -0.3
H 0.2 -0.5 0.1
C 0.6 -0.2 -0.3
C -0.7 0.6 -0.1
C -0.1 -0.7 -0.4
O 2.2 0.1 1.2
C -1.1 -0.5 -1.1
N 0.1 -0.7 0.8
H -0.6 0.2 -0.1
H 0.0 -0.2 -0.2
H -0.2 -0.2 0.1
H 0.4 0.3 0.2
H -0.7 0.1 1.0
H -0.2 -0.3 -0.9
H 0.9 0.1 0.0
H -0.1 0.8 0.6
H -0.1 0.6 -0.1
H -0.1 -0.3 -0.8
H 0.0 0.5 0.5
C -1.5 0.6 -0.5
O -0.3 0.8 -1.5
N 1.3 0.7 -2.4
N 0.6 -2.3 4.9
H 0.7 0.2 -0.1
H -0.5 0.0 0.3
H 0.0 -0.3 -0.2
H -0.1 0.2 -0.3
C -0.6 -0.7 0.3
O -2.2 1.7 -2.4
N -1.1 -0.1 2.2
N 3.1 -1.1 -0.2
H 0.4 0.0 0.2
H -0.9 0.3 0.6
H 0.2 0.3 -0.4
H 0.9 -0.1 -0.7
C 0.0 0.5 2.2
O -0.1 1.4 0.8
N -4.9 0.3 -1.9
N 5.2 -2.0 -0.3
H -0.3 0.3 0.2
H -0.4 -0.5 -0.7
H 0.0 -0.6 -0.4
H 0.4 0.4 0.0
C 3.8 0.3 2.5
O 1.3 0.3 0.8
N -4.8 -0.6 4.2
N -0.8 -0.9 -9.1
H 0.0 0.4 0.7
H -0.5 0.0 0.5
H 0.0 0.3 0.0
H 0.5 0.1 0.4
C -0.2 0.8 0.1
O -2.1 0.2 1.0
N 0.5 -0.1 1.9
N 0.8 -0.5 -1.9
H -0.3 -0.2 0.1
H -0.2 -0.1 -0.7
H 0.0 -0.4 -0.3
H 0.3 0.1 0.3
C 0.3 0.6 1.1
O -2.7 -1.6 -2.2
N 1.9 0.9 1.1
N -0.6 0.6 -0.5
H 0.3 -0.6 0.0
H -0.2 -0.4 -0.3
H 0.2 -0.3 -0.1
H 0.0 0.2 0.1
C 2.6 1.1 -3.1
O -0.2 0.5 -0.4
N 1.4 -2.8 0.3
N -2.8 2.4 1.6
H -0.2 -0.3 0.5
H 0.7 -1.0 -0.4
H -0.6 -0.5 0.5
H -1.0 0.3 0.3
C -2.0 0.4 0.4
O 0.8 3.3 -2.8
N 2.2 -2.7 -1.7
N -1.0 -0.3 3.9
H 0.4 -0.5 0.4
H 0.0 0.1 -0.6
H -0.5 0.5 0.3
H 0.3 -0.2 -0.1
C -0.9 2.4 -2.3
O -0.5 2.9 0.6
N 2.7 -1.2 3.8
N -1.9 -3.1 -1.9
H 0.9 0.5 0.7
H 0.4 -0.5 0.3
H -0.5 -0.1 -0.9
H 0.0 -0.3 0.3

The value obtained for the molar mass is 1121.91 Da. The value obtained for the LUMO energy is -4.244 eV. The value obtained for the total energy is -102376.7134 eV. The value obtained for the max |F| is 9.2 eV/A. As for the charge: +1. For the highest occupied orbital energy, the calculation gives -9.997 eV.



(2)
C2Br2ClN | wB97M-V/def2-TZVPD

Each line ends with the Löwdin charge.
Geometry (Å):
C1 -0.41874 -0.04023 0.51748  -0.43
C2 0.87428 0.09232 0.13756  -1.16
N1 -1.47714 -0.23894 0.90373  0.25
Cl1 1.06036 0.17708 -2.71268  -0.17
Br1 1.74489 -1.63961 0.27684  0.73
Br2 1.93114 1.61370 0.41637  0.78

Cartesian forces, eV/Å:
C -1.6 0.5 0.0
C 4.2 -1.0 -2.1
N -1.0 -0.1 0.3
Cl -0.4 0.0 1.9
Br -0.4 1.4 -0.1
Br -0.8 -0.7 -0.1

The value obtained for the molar mass is 233.29 Da. The value obtained for the LUMO energy (spin up / spin down) is -3.877 / -3.880 eV. The calculation puts the energy relative to the best compared isomer or geometry (same formula, charge and spin) at 35.0 kcal per mole. The value obtained for the total energy is -156167.4319 eV. The value obtained for the max |F| is 4.8 eV/A. For the highest occupied orbital energy (spin up / spin down), the calculation gives -10.007 / -9.998 eV.



(3)
C2Br2FN | wB97M-V/def2-TZVPD

Each line ends with the Löwdin charge.
Geometry (Å):
C1 -0.50273 2.02358 1.63089  -0.21
C2 0.12502 -0.56926 -0.40686  -1.23
N1 -0.31742 1.09202 0.95357  -0.11
F1 0.01459 -1.58198 0.49105  -0.07
Br1 1.90540 -0.38401 -1.00963  0.79
Br2 -1.22486 -0.58034 -1.65901  0.83

Cartesian forces, eV/Å:
C -0.1 0.4 0.3
C 0.1 -0.4 2.8
N 0.8 -2.7 -2.3
F 0.1 2.0 -1.4
Br -0.8 0.3 0.4
Br -0.1 0.3 0.1

The value obtained for the molar mass is 216.83 Da. The value obtained for the LUMO energy is -2.374 eV. The calculation puts the energy relative to the best compared isomer or geometry (same formula, charge and spin) at 72.0 kcal per mole. The value obtained for the total energy is -146361.9097 eV. The value obtained for the max |F| is 3.6 eV/A. For the highest occupied orbital energy, the calculation gives -10.048 eV.



(4)
C2Br2N2O2 | wB97M-V/def2-TZVPD

Each line ends with the Löwdin charge.
Geometry (Å):
C1 -1.13107 0.26672 -1.96339  -0.44
C2 -1.26199 0.15232 -0.62389  -1.19
N1 -1.03173 0.39294 -3.09951  0.19
N2 2.11248 -0.21705 1.95069  -0.19
O1 1.25698 0.03032 1.15178  0.05
O2 3.27814 -0.39832 2.04954  0.13
Br1 -1.81194 1.45109 0.52500  0.79
Br2 -1.41087 -1.67803 0.00978  0.68

Cartesian forces, eV/Å:
C 0.0 0.5 -0.1
C -0.4 -2.3 1.9
N 0.2 0.1 -1.5
N -1.2 0.0 1.2
O 1.6 -0.2 -0.1
O -0.3 0.2 -1.1
Br 0.0 0.5 0.1
Br 0.2 1.1 -0.4

The value obtained for the molar mass is 243.84 Da. The value obtained for the LUMO energy (spin up / spin down) is -1.381 / -1.944 eV. The calculation puts the energy relative to the best compared isomer or geometry (same formula, charge and spin) at 32.3 kcal per mole. The value obtained for the total energy is -149228.0899 eV. The value obtained for the max |F| is 3.0 eV/A. For the highest occupied orbital energy (spin up / spin down), the calculation gives -9.155 / -10.293 eV.



(5)
C2BrClF3I | wB97M-V/def2-TZVPD

Each line ends with the Löwdin charge.
Geometry (Å):
C1 -1.78811 -0.20296 -0.45999  -0.79
C2 1.66225 0.48562 0.61286  -1.30
F1 -2.69394 0.61233 -1.00202  0.04
F2 -2.22659 -0.62299 0.72984  0.03
F3 1.73502 0.78918 1.90532  -0.13
Cl1 -1.15334 -1.40594 -1.46980  0.69
Br1 2.31695 1.84857 -0.49150  0.65
I1 2.14776 -1.50383 0.17528  0.80

Cartesian forces, eV/Å:
C -0.4 0.7 0.8
C 0.0 -0.2 0.1
F 0.4 -0.5 0.0
F 0.2 0.0 -0.6
F 0.0 -0.1 -0.2
Cl -0.2 -0.3 -0.3
Br 0.0 0.0 0.0
I 0.1 0.3 0.2

The value obtained for the molar mass is 323.28 Da. The value obtained for the LUMO energy (spin up / spin down) is -0.972 / -0.539 eV. The calculation puts the energy relative to the best compared isomer or geometry (same formula, charge and spin) at 6.5 kcal per mole. The value obtained for the total energy is -100887.9661 eV. The value obtained for the max |F| is 1.2 eV/A. For the highest occupied orbital energy (spin up / spin down), the calculation gives -9.303 / -8.637 eV.



(6)
C2BrClFN | wB97M-V/def2-TZVPD

Each line ends with the Löwdin charge.
Geometry (Å):
C1 -0.47692 -0.39303 -0.40904  -0.32
C2 0.69120 0.41508 -0.09384  -1.22
N1 -1.49891 -0.91822 -0.37279  0.21
F1 0.48943 0.42120 1.60087  -0.27
Cl1 0.45985 1.91767 -0.80999  0.77
Br1 2.43782 -0.27702 -0.03381  0.82

Cartesian forces, eV/Å:
C 0.1 -0.6 0.8
C -0.7 -0.9 3.9
N 0.3 0.0 -0.5
F 0.0 0.7 -3.6
Cl 0.3 1.0 0.1
Br 0.0 -0.2 -0.7

The value obtained for the molar mass is 172.38 Da. The value obtained for the LUMO energy is -0.812 eV. The calculation puts the energy relative to the best compared isomer or geometry (same formula, charge and spin) at 27.6 kcal per mole. The value obtained for the total energy is -88843.9353 eV. The value obtained for the max |F| is 4.1 eV/A. For the highest occupied orbital energy, the calculation gives -11.652 eV.